11
Properties=species:S:1:pos:R:3 method="wB97M-V/def2-TZVPD" e_tot_ev=-14176.8820 charge=0 max_force_ev_per_a=3.18 e_above_lowest_ev=2.656 smiles="N=C=C(O)F.O=CF" lumo_energy_ev=0.67
N 2.2567 -0.4603 -1.1830
C 1.1752 0.0217 -1.2103
C 0.0283 0.6702 -1.1448
O -1.1389 0.2660 -0.5229
F -0.0447 1.8767 -1.7920
H 3.0106 -0.3388 -0.5312
H -1.8212 0.3257 -1.1808
O -1.5263 -1.6651 1.7906
C -1.0240 -0.6179 1.8772
F 0.3050 -0.4738 1.6406
H -1.2207 0.3955 2.2566



74
Properties=species:S:1:pos:R:3 method="wB97M-V/def2-TZVPD" e_tot_ev=-35613.4746 charge=0 max_force_ev_per_a=1.99 e_above_lowest_ev=1.084 smiles=COC[C@H](C)N.COC[C@H](C)N.COC[C@H](C)N.COC[C@H](C)N.O.O lumo_energy_ev=0.49
C 1.8277 -0.0596 2.3946
O 2.8325 -0.0360 3.3884
C 2.3842 -0.2834 4.6911
C 3.3361 0.3711 5.6689
C 4.7104 -0.2956 5.7293
N 2.7589 0.3181 7.0228
H 2.1968 0.5152 1.5490
H 0.8535 0.2389 2.7859
H 1.7160 -1.0811 2.0010
H 1.3474 0.0509 4.8313
H 2.3106 -1.3577 4.9326
H 3.3686 1.4031 5.2899
H 4.6827 -1.2932 5.3009
H 5.2240 -0.2381 6.6910
H 5.4320 0.3237 5.1767
H 3.3997 0.7689 7.6679
H 1.9274 0.9038 7.1001
C -0.8823 2.4231 -1.8220
O 0.1148 3.3663 -2.0744
C 0.9942 2.9127 -3.0638
C 2.0745 3.9191 -3.3924
C 1.4292 5.1369 -4.0597
N 2.9424 3.3004 -4.4209
H -1.5007 2.5216 -0.9305
H -0.3933 1.4494 -1.7278
H -1.6447 2.3298 -2.6079
H 1.4675 1.9742 -2.7248
H 0.4537 2.6189 -3.9734
H 2.6817 4.2401 -2.5450
H 0.9091 4.8948 -4.9825
H 2.1350 5.9390 -4.3064
H 0.7879 5.6354 -3.3259
H 3.3296 2.4086 -4.1184
H 3.7580 3.8999 -4.5097
C -3.3275 -1.2911 0.3002
O -2.1670 -1.9856 0.7329
C -2.3645 -3.0594 1.6313
C -2.7329 -2.6922 3.0760
C -1.7375 -1.7128 3.7180
N -2.7422 -3.9256 3.8865
H -4.1226 -1.9923 0.0175
H -3.0421 -0.7217 -0.5792
H -3.7113 -0.6841 1.1256
H -3.1176 -3.7519 1.2403
H -1.3946 -3.5578 1.6713
H -3.7068 -2.2011 3.1340
H -0.7178 -1.8826 3.3595
H -1.7544 -1.6805 4.8020
H -2.0061 -0.7345 3.3088
H -3.0381 -4.7433 3.3501
H -1.7579 -4.1512 4.0433
C -3.8946 -0.4711 -3.4940
O -2.6662 -0.3915 -4.1839
C -1.6109 -0.8685 -3.4067
C -0.3010 -0.7524 -4.1722
C -0.3238 -1.7297 -5.3574
N 0.8583 -1.0774 -3.3117
H -4.0244 -1.4860 -3.1039
H -4.7281 -0.1382 -4.1019
H -3.8457 0.2000 -2.6239
H -1.4688 -0.2618 -2.4988
H -1.8237 -1.8903 -3.0681
H -0.2047 0.2532 -4.5762
H -0.4601 -2.7885 -5.1199
H 0.5982 -1.6896 -5.9458
H -1.1318 -1.4919 -6.0569
H 1.6990 -0.9070 -3.8552
H 0.8779 -2.0897 -3.1976
O 0.3506 -0.5793 -0.4653
H -0.1168 -1.3701 -0.1546
H 0.5223 -0.7468 -1.4182
O -1.3017 0.9924 1.3142
H -0.6085 0.5397 0.8064
H -1.9197 0.2936 1.5374



8
Properties=species:S:1:pos:R:3 method="wB97M-V/def2-TZVPD" e_tot_ev=-8709.9319 charge=0 max_force_ev_per_a=4.81 e_above_lowest_ev=7.035 lumo_energy_ev=-3.72
C 0.4152 0.1469 -0.5896
N 0.7745 0.6117 0.6350
O 0.3578 1.7444 0.9006
O 1.2450 -0.1552 1.4304
O -1.8091 -0.8572 0.1701
H 0.0450 0.8737 -1.3242
H 0.6244 -0.9418 -0.6701
H -1.6528 -1.4225 -0.5523



105
Properties=species:S:1:pos:R:3 method="wB97M-V/def2-TZVPD" spin_multiplicity=4 e_tot_ev=-205990.9501 charge=0 max_force_ev_per_a=0.31 e_above_lowest_ev=0.000 lumo_energy_ev="0.45 / 0.44"
Co 0.0734 0.1369 -0.0502
O 3.3319 -1.4812 2.0027
C 2.1353 -1.4256 1.7615
O 1.6254 -0.6726 0.8596
C 1.1892 -2.2832 2.6109
C 1.8144 -3.1225 3.5369
C 1.0863 -3.9414 4.3768
C -0.3020 -3.9408 4.3113
C -0.9370 -3.1184 3.4029
C -0.2101 -2.2842 2.5471
P -1.2159 -1.2560 1.4094
C -2.2253 -0.2825 2.5875
C -3.4911 0.2373 2.3287
C -4.0971 1.1112 3.2251
C -3.4417 1.4965 4.3824
C -2.1676 1.0064 4.6387
C -1.5675 0.1299 3.7511
C -2.1733 -2.5418 0.5356
C -3.5474 -2.5846 0.3299
C -4.1033 -3.5370 -0.5164
C -3.2934 -4.4500 -1.1703
C -1.9195 -4.4178 -0.9682
C -1.3647 -3.4705 -0.1275
H 2.8944 -3.1041 3.5671
H 1.5964 -4.5827 5.0837
H -0.8843 -4.5794 4.9626
H -2.0195 -3.1208 3.3456
H -4.0066 0.0063 1.4111
H -5.0863 1.4930 3.0075
H -3.9172 2.1736 5.0798
H -1.6426 1.3013 5.5390
H -0.5790 -0.2549 3.9717
H -4.2082 -1.8914 0.8244
H -5.1744 -3.5523 -0.6707
H -3.7287 -5.1801 -1.8401
H -1.2747 -5.1179 -1.4826
H -0.2880 -3.4362 -0.0040
Cl -5.3020 -1.9226 -4.6456
C -3.8294 -1.5756 -3.7796
C -3.8173 -0.5830 -2.8213
C -2.6400 -0.3380 -2.1383
Cl -2.6446 0.9232 -0.9167
C -1.4367 -1.0310 -2.3588
O -0.3315 -0.7836 -1.7397
C -1.5221 -2.0291 -3.3580
Cl -0.0910 -2.9440 -3.6956
C -2.6806 -2.3014 -4.0544
H -4.7088 -0.0146 -2.5986
H -2.6903 -3.0841 -4.7995
C -0.0265 4.6021 4.4957
C 0.6636 4.7456 3.1444
N 0.0347 3.9742 2.0765
C -1.0129 4.6210 1.2945
C -2.4259 4.1990 1.6928
C 0.3731 2.6890 1.8133
C 1.4447 2.0471 2.6411
N -0.1956 1.9908 0.8815
H 0.4424 5.2592 5.2290
H 0.0376 3.5795 4.8664
H -1.0813 4.8685 4.4256
H 1.7132 4.4697 3.2193
H 0.6464 5.7908 2.8330
H -0.8290 4.4287 0.2328
H -0.8966 5.6960 1.4298
H -2.5707 3.1205 1.6135
H -3.1584 4.6901 1.0515
H -2.6350 4.4765 2.7257
H 2.3586 2.6375 2.6316
H 1.6653 1.0656 2.2350
H 1.1171 1.9458 3.6766
H -0.9138 2.5060 0.3863
C 3.5305 5.3408 0.3015
C 3.9895 4.0761 0.6458
C 3.4972 2.9534 -0.0047
C 2.5555 3.0773 -1.0243
C 2.1002 4.3492 -1.3628
C 2.5840 5.4732 -0.7038
As 1.7139 1.4674 -1.7584
C 1.1392 2.1664 -3.4716
C -0.1780 1.9740 -3.8693
C -0.6230 2.4621 -5.0932
C 0.2495 3.1490 -5.9218
C 1.5673 3.3539 -5.5257
C 2.0106 2.8649 -4.3078
C 3.2362 0.3571 -2.2592
C 3.9478 -0.2563 -1.2274
C 5.0144 -1.0949 -1.5145
C 5.3656 -1.3493 -2.8325
C 4.6344 -0.7758 -3.8620
C 3.5715 0.0714 -3.5789
H 3.9149 6.2170 0.8076
H 4.7356 3.9625 1.4229
H 3.8622 1.9742 0.2814
H 1.3629 4.4714 -2.1471
H 2.2252 6.4552 -0.9861
H -0.8631 1.4315 -3.2256
H -1.6487 2.2958 -5.3958
H -0.0920 3.5253 -6.8772
H 2.2501 3.8941 -6.1689
H 3.0359 3.0349 -4.0008
H 3.6420 -0.1401 -0.1975
H 5.5485 -1.5686 -0.7012
H 6.1931 -2.0100 -3.0574
H 4.8831 -0.9940 -4.8929
H 2.9980 0.4884 -4.3959



49
Properties=species:S:1:pos:R:3 method="wB97M-V/def2-TZVPD" spin_multiplicity=5 e_tot_ev=-89194.2819 charge=0 max_force_ev_per_a=5.61 lumo_energy_ev="-0.62 / -2.90"
C -0.9214 -1.5947 3.8667
C -0.9667 -2.0823 2.5254
C 0.3870 -2.1432 2.0000
H -1.8317 -2.4885 2.0281
C 1.2672 -1.6364 3.0541
C 0.4360 -1.3267 4.1844
H 0.8184 -1.0284 5.1557
H -1.7572 -1.5025 4.5537
H 0.7247 -2.6552 1.1167
H 2.3446 -1.5842 3.0005
Co 0.3132 -0.1129 2.0519
Cl 1.8134 1.4354 2.4067
P 0.0904 0.3533 0.0874
C 1.2774 -0.7639 -0.7808
C 0.8631 -1.4696 -1.9168
H -0.1628 -1.3858 -2.2720
C 1.7819 -2.2487 -2.6201
H 1.4294 -2.7791 -3.5042
C 3.1072 -2.3192 -2.1896
H 3.8141 -2.9198 -2.7597
C 3.5192 -1.6286 -1.0436
H 4.5537 -1.6987 -0.7099
C 2.6082 -0.8374 -0.3373
H 2.9269 -0.2680 0.5394
C -1.5221 -0.1240 -0.6614
C -1.9727 -1.4391 -0.4477
H -1.3053 -2.1929 -0.0242
C -3.2689 -1.7866 -0.7961
H -3.7052 -2.7104 -0.4190
C -4.0254 -0.9718 -1.6291
H -5.0049 -1.2774 -1.9822
C -3.5181 0.2857 -1.9774
H -4.0836 0.9246 -2.6466
C -2.3216 0.7453 -1.4238
H -1.9976 1.7735 -1.6182
C 0.4244 1.9285 -0.8387
C 1.1456 1.9315 -2.0400
H 1.5331 0.9985 -2.4403
C 1.3560 3.1361 -2.7267
H 1.8997 3.1095 -3.6756
C 0.8503 4.3273 -2.1950
H 1.0176 5.2637 -2.7360
C 0.1011 4.3266 -1.0108
H -0.3260 5.2514 -0.6199
C -0.1059 3.1236 -0.3240
H -0.6687 3.1079 0.6084
O -1.0290 2.1625 5.3733
N -0.7490 1.3528 4.4987
O -1.1599 1.4386 3.3156



21
Properties=species:S:1:pos:R:3 method="wB97M-V/def2-TZVPD" e_tot_ev=-29001.7958 charge=+1 max_force_ev_per_a=3.13 e_above_lowest_ev=2.081 smiles=CNC[C@H]([NH3+])CSS lumo_energy_ev=-3.49
C 2.0704 0.2445 -1.9855
N 0.8013 -0.4709 -1.8125
C 0.4703 -1.0719 -0.5452
C -0.6916 -0.3453 0.3335
N -1.2970 0.6259 -0.6481
C -0.1160 0.1637 1.6379
S -1.2280 1.4447 2.3527
S -1.8427 1.0911 4.3633
H 2.5699 0.6795 -1.0879
H 2.8806 -0.4206 -2.3453
H 1.9240 1.0746 -2.6794
H 0.6584 -1.1064 -2.5807
H -0.0833 -2.0367 -0.7502
H 1.3180 -1.5083 -0.0176
H -1.3810 -1.1564 0.5652
H -0.5371 1.1849 -1.0649
H -1.7886 1.4359 -0.2263
H -1.8806 0.2991 -1.4118
H 0.8472 0.6200 1.6152
H -0.1230 -0.7553 2.2563
H -2.5711 0.0080 4.0313



72
Properties=species:S:1:pos:R:3 method="wB97M-V/def2-TZVPD" e_tot_ev=-60813.2058 charge=-1 max_force_ev_per_a=5.26 e_above_lowest_ev=5.383 lumo_energy_ev="1.19 / 1.19"
Rb -0.9018 0.2408 -0.0565
O -4.0328 -3.7541 0.5007
C -3.1852 -2.9492 0.0124
N -2.3493 -2.1436 0.6107
C -2.3476 -2.1968 2.0175
C -2.9490 -0.9972 2.7648
C -3.9219 -1.1777 3.7293
C -4.4362 -0.1292 4.4758
C -3.8432 1.1536 4.2871
C -2.8700 1.2319 3.2867
N -2.4673 0.2234 2.5385
C -3.2399 -2.9766 -1.4764
C -4.2707 -3.6783 -2.1703
C -4.3625 -3.5066 -3.5061
C -3.3346 -2.8007 -4.1982
C -2.2482 -2.3415 -3.4813
N -2.2974 -2.2796 -2.1294
H -1.2221 -2.2311 2.2987
H -2.7801 -3.2159 2.3823
H -4.2225 -2.2049 3.9574
H -5.2728 -0.3913 5.1369
H -4.1439 1.9012 5.0017
H -2.3463 2.1465 3.1482
H -5.0495 -4.1590 -1.5530
H -5.1898 -4.0133 -4.0236
H -3.4067 -2.6593 -5.3015
H -1.4153 -1.8021 -3.9756
N 2.8343 6.1513 -1.6108
N 2.5934 5.5039 -2.7399
C 1.6046 4.5878 -2.9155
N 1.4533 3.7829 -4.0117
N 0.7903 4.4019 -1.7803
N 0.0730 3.1308 -1.4857
O -0.4686 3.2114 -0.3753
O -0.1992 2.3839 -2.4364
H 1.5470 7.0923 4.8900
H 1.2119 4.9133 -1.0113
H 3.2908 5.7958 -3.4749
H 1.8026 3.9474 -4.9162
H 0.6258 3.2437 -4.0778
O 1.6867 -6.6687 -3.8128
C 2.6937 -5.8862 -3.2549
O 3.8135 -6.2166 -3.5485
C 2.3438 -4.7600 -2.3221
C 1.1338 -4.6471 -1.6033
C 0.9197 -3.4803 -0.8957
C 1.9554 -2.6168 -0.5939
C 3.2463 -2.8253 -1.1546
C 3.4186 -3.9350 -1.9541
N 1.7117 -1.5427 0.2556
C 2.6408 -0.8071 0.8112
C 2.4422 0.3031 1.7086
C 3.3492 0.5414 2.7789
C 3.1754 1.6830 3.5070
C 2.3800 2.6771 2.9981
C 1.5554 2.4075 1.9222
N 1.5220 1.1679 1.4072
H 0.7737 -6.4727 -3.6301
H 0.3793 -5.5229 -1.6310
H -0.0371 -3.2093 -0.5041
H 4.1270 -2.2218 -0.9444
H 4.3679 -4.1341 -2.4640
H 3.7141 -0.8269 0.5350
H 4.0841 -0.1712 3.0369
H 3.8537 1.8338 4.3703
H 2.2462 3.6429 3.4141
H 0.8048 3.1363 1.6216
O 4.0968 8.1332 -1.2361
C 3.4158 7.2052 -1.5002
O -1.4202 6.6584 5.1179
C -0.2946 6.6506 4.8147
N 0.8477 6.4683 4.4193



34
Properties=species:S:1:pos:R:3 method="wB97M-V/def2-TZVPD" e_tot_ev=-36278.6957 charge=0 max_force_ev_per_a=2.42 e_above_lowest_ev=3.532 lumo_energy_ev=-1.60
C 2.7429 -0.0634 -2.4396
O 1.3732 0.2967 -2.1963
C 0.4219 -0.5804 -2.1356
C -0.9553 -0.2443 -2.3920
C -1.8584 -1.3118 -2.5321
C -3.2056 -1.0728 -2.6834
C -3.6945 0.2447 -2.7275
C -2.7778 1.3147 -2.6818
C -1.4178 1.0917 -2.5235
H 3.2596 0.8840 -2.5658
H 3.1631 -0.5956 -1.5842
H 2.8168 -0.6594 -3.3604
H 0.6443 -1.6247 -1.9283
H -1.4468 -2.3214 -2.4908
H -3.9040 -1.9076 -2.7602
H -4.7711 0.4383 -2.8139
H -3.1508 2.3354 -2.7698
H -0.6769 1.8974 -2.4876
C 0.3434 -0.3858 4.8954
C -0.1606 -0.9719 3.7213
C 0.3004 -0.4961 2.5063
C 1.2449 0.5095 2.4896
C 1.7640 1.1165 3.6081
C 1.2941 0.6523 4.8386
S 1.6459 0.9440 0.8288
O 1.2156 2.2974 0.6057
O 3.0237 0.5821 0.5799
N 0.6059 -0.1564 0.2381
C -0.1131 -0.9067 1.1238
O -0.9615 -1.7687 0.8302
H -0.0241 -0.7569 5.8471
H -0.8960 -1.7808 3.7060
H 2.4890 1.9077 3.5027
H 1.6654 1.0923 5.7511



72
Properties=species:S:1:pos:R:3 method="wB97M-V/def2-TZVPD" e_tot_ev=-55168.7364 charge=+1 max_force_ev_per_a=0.57 e_above_lowest_ev=0.000 lumo_energy_ev=-4.74
O -1.3405 -0.2246 2.2510
C -1.3458 -0.5145 1.1034
O -1.2985 0.4326 0.0962
C -0.0737 0.8670 -0.3739
F -0.1623 0.9242 -1.7028
F 0.8973 -0.0283 -0.0632
C 0.3201 2.2840 0.1810
F -0.7827 2.9222 0.5909
F 0.8857 2.9846 -0.8214
C 1.3549 2.2672 1.3421
F 0.9369 1.4685 2.3303
F 2.5439 1.8519 0.9070
F 1.4739 3.5057 1.8067
C -1.5370 -1.9377 0.6599
C -0.8761 -2.5087 -0.4206
C -1.0856 -3.8426 -0.7025
N -1.9293 -4.5558 0.0457
C -2.5999 -4.0300 1.0837
C -2.4156 -2.7133 1.4242
H -0.1952 -1.9426 -1.0380
H -0.5670 -4.3216 -1.5194
H -2.0506 -5.5445 -0.1855
H -3.2613 -4.6982 1.6159
H -2.9516 -2.3019 2.2665
C 1.5526 6.4772 -1.5602
C 1.0697 6.7013 -2.9845
C 1.0458 5.4017 -3.7761
O 1.8844 7.6667 -3.6435
H 2.5748 6.0875 -1.5586
H 1.5611 7.4161 -1.0055
H 0.9122 5.7679 -1.0331
H 0.0675 7.1320 -2.9656
H 2.0532 4.9807 -3.8415
H 0.6942 5.5799 -4.7921
H 0.3948 4.6623 -3.3059
H 2.7830 7.3218 -3.6815
C 2.2752 10.4601 0.4076
C 1.1984 10.6193 1.4698
C 0.3137 9.3850 1.5604
O 0.4083 11.7762 1.2064
H 1.8213 10.3197 -0.5779
H 2.8962 11.3542 0.3568
H 2.9154 9.6009 0.6150
H 1.6658 10.8027 2.4383
H -0.1990 9.2130 0.6093
H -0.4519 9.5194 2.3247
H 0.8967 8.4942 1.8013
H -0.0210 11.6530 0.3530
C 1.7886 -6.0315 2.9480
C 1.3407 -5.9571 1.4989
C 2.4079 -6.4706 0.5479
O 0.9785 -4.6066 1.1600
H 2.6774 -5.4146 3.1021
H 1.0090 -5.6610 3.6140
H 2.0306 -7.0552 3.2324
H 0.4261 -6.5413 1.3691
H 3.3146 -5.8666 0.6337
H 2.0675 -6.4124 -0.4868
H 2.6660 -7.5059 0.7687
H 1.7666 -4.0614 1.2678
C -4.3068 -8.7569 -1.1328
C -2.7998 -8.5868 -1.0870
C -2.1040 -9.7904 -0.4802
O -2.4587 -7.3967 -0.3389
H -4.7072 -8.8870 -0.1235
H -4.7837 -7.8798 -1.5707
H -4.5814 -9.6301 -1.7227
H -2.4193 -8.4108 -2.0929
H -2.4416 -9.9490 0.5477
H -1.0242 -9.6434 -0.4575
H -2.3191 -10.6917 -1.0523
H -2.7800 -7.5298 0.5614



18
Properties=species:S:1:pos:R:3 method="wB97M-V/def2-TZVPD" e_tot_ev=-6859.5249 charge=+1 max_force_ev_per_a=3.83 e_above_lowest_ev=4.034 lumo_energy_ev=-4.19
C 2.4198 0.0452 0.3339
C 1.5239 -0.6473 -0.2422
C -0.9432 -0.5804 -1.2607
C -0.3713 1.3825 -0.0243
C -1.0695 -0.6401 1.2483
N -0.4294 -0.0532 -0.0190
H 3.4899 -0.1097 0.0364
H 1.9877 0.9409 0.7285
H 1.3888 -1.5133 -0.8964
H -0.2894 -0.3051 -2.0390
H -1.0572 -1.6238 -1.0384
H -1.9298 -0.0965 -1.3840
H -0.2785 1.7554 -1.0310
H -1.1675 1.8802 0.4956
H 0.5122 1.8122 0.6158
H -0.4703 -0.3384 2.0297
H -2.1330 -0.2378 1.4363
H -1.1832 -1.6707 1.0104



13
Properties=species:S:1:pos:R:3 method="wB97M-V/def2-TZVPD" spin_multiplicity=2 e_tot_ev=-26994.2769 charge=+1 max_force_ev_per_a=5.30 lumo_energy_ev="-6.26 / -6.07"
H -0.2211 0.5990 -1.7851
C -0.2518 -0.9999 -0.2855
C 0.4452 0.1664 -1.0260
C 0.3324 0.9274 0.2367
O 1.3168 1.2760 0.9569
Sc 3.3691 1.2192 1.1545
H -0.7197 -1.6422 -1.0445
H 0.5012 -1.5845 0.2724
H 1.4866 -0.0341 -1.3048
H -0.7938 1.3736 0.6350
C -1.5734 -0.2431 0.5438
H -2.4606 -0.6406 0.0181
H -1.4310 -0.4171 1.6284



20
Properties=species:S:1:pos:R:3 method="wB97M-V/def2-TZVPD" e_tot_ev=-7921.8821 charge=0 max_force_ev_per_a=2.35 e_above_lowest_ev=0.951 smiles="C=C(CC)CCN" lumo_energy_ev=1.01
C 1.3815 -0.5901 -1.2266
C 0.3388 0.0701 -0.7203
C -0.4380 0.9990 -1.6699
C -0.3043 2.5042 -1.4037
C -0.4517 -0.3203 0.4895
C 0.2032 -1.2884 1.4680
N -0.5390 -1.5702 2.6759
H 1.8519 -1.4015 -0.6963
H 1.7551 -0.2931 -2.1966
H -1.4908 0.7208 -1.6001
H -0.1184 0.7673 -2.6489
H 0.1425 2.7589 -0.4648
H 0.2702 2.9846 -2.1941
H -1.2789 2.9977 -1.3572
H -1.4623 -0.5708 0.1986
H -0.6957 0.6112 1.0330
H 1.2154 -0.9799 1.7217
H 0.3315 -2.1986 0.8648
H -1.5223 -1.6694 2.5100
H -0.2669 -1.0400 3.4790